Record 1
Here is a gas-phase ion, CH2ClO3S (charge -1) at a distorted geometry from the Open Molecules 2025 dataset. Energies are from ωB97M-V/def2-TZVPD.

Values from the calculation:
gap between HOMO and LUMO	6.94	eV
highest occupied orbital energy	-3.305	eV

The geometry in ORCA input format:
```
! wB97M-V def2-TZVPD RIJCOSX def2/J DEFGRID3
* xyz -1 1
C -0.361 -0.222 0.022
O 1.193 1.631 0.166
O 2.163 -0.652 0.572
O -1.111 0.311 -1.008
S 1.430 0.272 -0.314
Cl -0.538 -1.969 0.062
H -0.792 0.128 1.062
H -1.984 0.502 -0.561
*
```

Mulliken population analysis, charges in e, atoms 1 to 2: atom 1 (C): -0.0637, atom 2 (O): -0.6113

Record 2
Here is a single C4H7NO2 molecule at a distorted geometry from the Open Molecules 2025 dataset. Energies are from ωB97M-V/def2-TZVPD.

Values from the calculation:
gap between HOMO and LUMO	9.97	eV
highest occupied orbital energy	-9.187	eV
SMILES string	CN(C=O)CC=O

The geometry in ORCA input format:
```
! wB97M-V def2-TZVPD RIJCOSX def2/J DEFGRID3
* xyz 0 1
C 0.593 -0.897 -1.225
N -0.168 0.206 -0.897
C 0.351 1.527 -1.340
C -0.973 0.269 0.272
C -0.259 -0.150 1.589
O -0.085 0.592 2.510
O 0.442 -1.959 -0.669
H 1.297 -0.680 -2.030
H 0.785 2.008 -0.461
H -0.459 2.084 -1.803
H 1.147 1.409 -2.065
H -1.336 1.280 0.445
H -1.853 -0.381 0.290
H 0.137 -1.175 1.629
*
```

Mulliken population analysis, charges in e, atoms 1 to 2: atom 1 (C): 0.1262, atom 2 (N): 0.0449

Record 3
Here is 2 unconnected molecules or ions with the total composition C10H16OS at a distorted geometry from the Open Molecules 2025 dataset. Energies are from ωB97M-V/def2-TZVPD.

Values from the calculation:
gap between HOMO and LUMO	9.07	eV
highest occupied orbital energy	-8.372	eV
SMILES string	CCc1ccc(O)cc1.CSC

The geometry in ORCA input format:
```
! wB97M-V def2-TZVPD RIJCOSX def2/J DEFGRID3
* xyz 0 1
C -0.563 -1.463 -1.861
C -1.698 -2.605 -1.712
C 0.444 -1.415 -0.765
C 0.153 -1.799 0.539
C 1.725 -0.752 -0.980
C 1.070 -1.619 1.587
C 2.547 -0.451 0.096
C 2.241 -0.867 1.390
O 3.065 -0.627 2.456
H 0.023 -1.836 -2.750
H -1.025 -0.565 -2.242
H -2.687 -2.548 -2.300
H -0.661 -2.279 0.848
H 2.065 -0.615 -1.911
H 0.679 -2.051 2.550
H 3.398 0.049 -0.158
H 2.816 0.288 2.792
H -1.965 -2.861 -0.699
H -1.485 -3.427 -2.219
C -1.682 2.947 1.925
C -0.531 3.218 -0.772
S -0.752 1.982 0.744
H -2.340 3.530 1.502
H -2.232 2.217 2.562
H -0.971 3.433 2.622
H -0.326 4.212 -0.551
H -1.494 3.167 -1.134
H 0.185 2.739 -1.561
*
```

Mulliken population analysis, charges in e, atoms 1 to 2: atom 1 (C): -0.4699, atom 2 (C): -1.1172

Record 4
Here is a single C5H14N2 molecule at a distorted geometry from the Open Molecules 2025 dataset. Energies are from ωB97M-V/def2-TZVPD.

Values from the calculation:
gap between HOMO and LUMO	9.51	eV
highest occupied orbital energy	-8.381	eV
SMILES string	CCNC[C@H](C)N

The geometry in ORCA input format:
```
! wB97M-V def2-TZVPD RIJCOSX def2/J DEFGRID3
* xyz 0 1
N -2.039 0.726 -1.247
C -0.780 0.335 -0.627
C 0.008 1.655 -0.591
C -1.078 -0.295 0.780
N 0.265 -0.538 1.456
C 1.378 -1.360 0.860
C 2.076 -0.675 -0.385
H -2.259 0.105 -1.949
H -2.434 1.637 -1.221
H -0.179 -0.237 -1.349
H 0.989 1.570 -0.221
H -0.221 2.496 0.124
H 0.294 1.996 -1.598
H -1.573 0.546 1.411
H -1.702 -1.189 0.797
H -0.031 -0.843 2.439
H 0.996 -2.380 0.659
H 2.174 -1.406 1.580
H 2.312 0.383 -0.372
H 3.015 -1.147 -0.695
H 1.412 -0.807 -1.289
*
```

Mulliken population analysis, charges in e, atoms 1 to 2: atom 1 (N): -0.5410, atom 2 (C): 0.8673

Record 5
Here is a molecular structure, C7H18N4O2SSe4V at a distorted geometry from the Open Molecules 2025 dataset. Energies are from ωB97M-V/def2-TZVPD.

Values from the calculation:
gap between HOMO and LUMO (alpha / beta)	6.82 / 7.47	eV
highest occupied orbital energy (alpha / beta)	-10.439 / -10.618	eV

The geometry in ORCA input format:
```
! wB97M-V def2-TZVPD RIJCOSX def2/J DEFGRID3
* xyz 1 3
V -1.944 -0.867 -0.688
C 2.859 -3.026 0.204
O 2.023 -1.852 0.153
C 0.784 -1.940 -0.284
O 0.100 -0.910 -0.305
N 0.293 -3.124 -0.685
N -1.025 -3.119 -1.152
H 3.812 -2.681 0.593
H 3.002 -3.430 -0.799
H 2.430 -3.764 0.884
H 0.843 -3.969 -0.675
H -1.606 -3.745 -0.598
H -1.051 -3.363 -2.140
Se -2.765 -1.255 -2.963
Se -4.438 -0.974 -1.359
Se -4.343 -2.839 0.081
Se -2.515 -2.078 1.374
C -1.218 1.635 2.500
N -0.222 1.816 1.446
C 1.153 1.499 1.829
C -0.572 1.911 0.167
S -2.178 1.412 -0.352
N 0.274 2.431 -0.705
C 0.058 2.293 -2.147
C 1.335 3.357 -0.307
H -0.771 1.995 3.425
H -1.498 0.583 2.606
H -2.108 2.221 2.284
H 1.106 0.681 2.547
H 1.661 2.346 2.292
H 1.709 1.158 0.960
H -0.259 1.280 -2.395
H 1.002 2.505 -2.643
H -0.703 2.995 -2.493
H 1.115 3.761 0.679
H 1.340 4.175 -1.026
H 2.316 2.883 -0.305
*
```

Mulliken population analysis, charges in e, atoms 1 to 2: atom 1 (V): 0.7615, atom 2 (C): -0.8411

Record 6
Here is 2 unconnected molecules or ions with the total composition C5H15NO2 at a distorted geometry from the Open Molecules 2025 dataset. Energies are from ωB97M-V/def2-TZVPD.

Values from the calculation:
gap between HOMO and LUMO (alpha / beta)	11.24 / 6.48	eV
highest occupied orbital energy (alpha / beta)	-14.331 / -14.320	eV

The geometry in ORCA input format:
```
! wB97M-V def2-TZVPD RIJCOSX def2/J DEFGRID3
* xyz 1 2
C -0.209 -1.307 1.512
N -1.104 -1.101 0.418
C -1.453 0.191 -0.066
C -1.185 0.334 -1.577
C 0.288 0.458 -1.922
O 0.899 1.681 -1.548
C 1.260 -1.314 1.057
H -0.401 -2.255 2.026
H -0.387 -0.640 2.360
H -1.048 -1.846 -0.281
H -1.067 0.975 0.589
H -2.546 0.331 0.035
H -1.633 1.282 -1.896
H -1.643 -0.495 -2.121
H 0.872 -0.398 -1.531
H 0.492 0.313 -2.984
H 0.450 2.027 -0.766
H 1.498 -2.193 0.453
H 1.882 -1.393 1.944
H 1.516 -0.482 0.424
H 0.903 1.216 1.159
H 1.689 2.526 1.158
O 0.928 2.089 1.557
*
```

Mulliken population analysis, charges in e, atoms 1 to 2: atom 1 (C): -0.4720, atom 2 (N): 0.2213

Quick rundown of ΔE to the lowest compared entry with this formula, charge and spin, same order as above: 88.3, 144.0, 288.1, 238.1, 23.8, 143.2 kJ/mol
Quick rundown of E, same order as above: -30570.084, -9845.788, -23509.367, -8390.151, -315511.252, -11004.404 eV